(1)
204
Properties=species:S:1:pos:R:3:mulliken_charge:R:1 method="wB97M-V/def2-TZVPD" multiplicity=1 e_above_lowest_kj_mol=232.3 lumo_energy_ev=0.38 energy_ev=-89638.6865 total_charge=0 smiles=CC1(C)CCCC(C)(C)N1O.CC1(C)CCCC(C)(C)N1O.CC1(C)CCCC(C)(C)N1O.CC1(C)CCCC(C)(C)N1O.CC1(C)CCCC(C)(C)N1O.CC1(C)CCCC(C)(C)N1O.CC(C)O.CC(C)O
C 22.36 16.14 16.79 -2.00
C 21.10 17.04 16.55 2.47
C 20.26 16.62 15.28 -1.69
C 20.22 16.77 17.71 -1.90
C 19.12 17.81 17.97 2.61
C 19.89 19.19 17.93 -1.80
C 20.67 19.50 16.62 1.85
C 19.70 19.76 15.41 -1.01
C 21.53 20.75 16.78 -1.88
N 21.60 18.42 16.55 0.04
O 22.33 18.51 15.33 -0.48
H 22.97 16.61 17.57 0.45
H 22.00 15.15 17.08 0.33
H 22.97 16.20 15.87 0.53
H 20.36 15.58 15.03 0.42
H 19.25 16.77 15.44 -0.02
H 20.53 17.13 14.40 0.51
H 19.82 15.75 17.62 -0.31
H 20.82 16.75 18.59 0.77
H 18.32 17.82 17.16 -1.06
H 18.68 17.59 18.93 -0.75
H 20.53 19.21 18.82 0.43
H 19.28 20.04 18.15 0.63
H 19.31 20.74 15.67 0.51
H 18.82 19.08 15.19 -0.41
H 20.34 19.67 14.48 0.37
H 20.97 21.63 16.68 0.43
H 22.31 20.57 16.03 0.38
H 22.10 20.66 17.77 0.36
H 23.24 18.39 15.63 0.39
C 18.02 16.65 12.04 -1.44
C 17.04 15.49 11.84 2.26
C 16.83 14.76 13.17 -0.61
C 15.64 15.91 11.34 -0.97
C 15.51 16.50 9.98 -0.92
C 16.20 15.63 8.93 -1.36
C 17.54 15.02 9.40 1.99
C 17.80 13.81 8.48 -2.20
C 18.78 15.95 9.18 -1.71
N 17.43 14.49 10.81 -0.14
O 18.72 13.98 11.19 -0.46
H 17.59 17.27 12.82 0.23
H 19.02 16.45 12.42 0.23
H 18.09 17.31 11.20 0.33
H 16.79 15.46 14.02 -0.40
H 15.93 14.14 13.19 0.44
H 17.77 14.16 13.31 -0.22
H 15.11 14.96 11.45 0.72
H 15.37 16.70 12.05 -0.13
H 14.44 16.61 9.67 0.47
H 15.96 17.44 9.81 0.38
H 16.42 16.11 7.95 0.37
H 15.57 14.77 8.68 0.45
H 17.03 13.04 8.59 0.48
H 18.80 13.41 8.65 0.48
H 17.71 14.03 7.41 0.43
H 19.56 15.69 9.86 0.33
H 18.57 17.02 9.25 0.36
H 19.28 15.89 8.20 0.44
H 18.57 13.05 11.12 0.34
C 18.61 10.77 22.84 -2.10
C 18.78 9.74 21.72 1.52
C 19.89 10.42 20.84 -1.24
C 19.27 8.49 22.40 -1.34
C 19.32 7.30 21.46 -0.91
C 17.90 7.17 20.82 -1.21
C 17.46 8.33 20.03 2.04
C 18.17 8.57 18.64 -1.69
C 15.99 8.16 19.71 -2.25
N 17.56 9.48 20.94 -0.16
O 17.00 10.67 20.50 1.67
H 17.83 10.26 23.46 0.40
H 19.57 10.80 23.37 0.45
H 18.23 11.73 22.54 0.25
H 19.55 11.46 20.57 -0.02
H 20.83 10.44 21.37 0.51
H 20.06 9.80 19.93 0.21
H 20.23 8.63 22.93 0.45
H 18.64 8.19 23.18 0.40
H 20.06 7.37 20.67 0.35
H 19.78 6.49 22.00 0.50
H 17.20 7.09 21.67 0.37
H 17.79 6.18 20.25 0.29
H 18.27 7.69 18.00 0.49
H 19.29 8.78 18.80 0.25
H 17.65 9.19 17.97 0.33
H 15.90 7.46 18.92 0.60
H 15.61 9.06 19.24 0.19
H 15.35 7.73 20.47 0.38
H 17.51 11.06 19.77 -0.07
C 10.74 14.26 22.78 -2.19
C 11.39 13.07 22.04 1.85
C 10.31 11.98 21.72 -1.82
C 12.16 13.60 20.79 -1.07
C 13.05 12.65 20.14 -0.59
C 14.06 12.06 21.20 0.59
C 13.39 11.49 22.45 1.92
C 12.78 10.08 22.20 -1.68
C 14.51 11.33 23.51 -1.54
N 12.45 12.52 22.96 0.32
O 11.86 12.02 24.15 -0.54
H 11.61 14.75 23.15 0.53
H 10.16 14.88 22.18 0.44
H 10.11 13.84 23.58 0.39
H 10.77 11.42 20.95 0.45
H 9.97 11.40 22.54 0.36
H 9.48 12.53 21.19 0.41
H 11.32 13.99 20.16 0.41
H 12.66 14.50 21.19 0.10
H 12.43 11.87 19.66 0.32
H 13.63 13.13 19.39 0.33
H 14.81 12.92 21.48 -0.57
H 14.84 11.30 20.85 -0.69
H 12.04 9.91 21.40 0.22
H 12.28 9.75 23.14 0.41
H 13.58 9.38 22.02 0.36
H 15.05 12.26 23.58 0.16
H 15.17 10.50 23.26 0.10
H 14.06 11.04 24.50 0.54
H 12.22 12.58 24.86 0.34
C 19.74 18.02 22.33 -2.05
C 18.42 17.23 22.67 1.77
C 17.43 17.54 21.55 -0.01
C 18.70 15.77 22.78 -1.18
C 17.47 15.01 23.32 1.69
C 17.29 15.50 24.72 -1.81
C 16.98 16.99 24.80 1.72
C 15.55 17.41 24.31 -1.33
C 17.09 17.31 26.32 -1.90
N 18.10 17.66 24.03 0.12
O 17.91 19.07 24.01 -0.52
H 20.19 17.63 21.39 0.20
H 19.49 19.07 22.25 0.53
H 20.51 17.92 23.11 0.43
H 17.64 16.95 20.63 -0.88
H 16.35 17.21 21.74 -0.20
H 17.49 18.61 21.31 0.72
H 18.89 15.37 21.72 -0.06
H 19.55 15.58 23.43 0.64
H 16.66 15.16 22.58 -0.14
H 17.65 13.87 23.47 -0.84
H 18.16 15.34 25.37 0.32
H 16.38 15.02 25.16 0.46
H 14.85 17.15 25.14 0.45
H 15.12 16.90 23.36 0.04
H 15.36 18.48 24.12 0.30
H 16.35 16.73 26.93 0.34
H 16.86 18.37 26.50 0.45
H 18.11 17.15 26.74 0.43
H 18.56 19.35 24.69 0.38
C 12.11 17.93 16.95 -1.85
C 13.68 17.91 17.25 1.84
C 13.89 18.07 18.75 -2.34
C 14.32 16.61 16.82 -0.16
C 14.28 16.51 15.29 -1.17
C 15.07 17.70 14.70 0.31
C 14.67 19.06 15.18 2.47
C 15.86 20.01 14.92 -2.13
C 13.37 19.43 14.47 -1.97
N 14.44 18.99 16.65 0.77
O 14.08 20.27 17.09 -0.58
H 11.61 17.14 17.60 0.31
H 11.72 18.96 17.13 0.35
H 12.00 17.67 15.91 0.45
H 14.97 17.94 18.88 0.60
H 13.56 19.06 19.21 0.39
H 13.35 17.26 19.23 0.30
H 15.32 16.51 17.25 -0.52
H 13.62 15.84 17.24 0.37
H 14.72 15.58 15.05 0.40
H 13.24 16.50 15.00 0.59
H 15.16 17.61 13.63 -0.19
H 16.09 17.48 15.00 -1.13
H 16.77 19.75 15.41 0.32
H 15.66 21.03 15.18 0.56
H 16.09 19.88 13.83 0.31
H 12.68 18.60 14.37 0.37
H 13.49 19.90 13.47 0.41
H 12.79 20.20 15.04 0.32
H 14.54 20.49 17.94 0.33
C 16.90 14.23 19.56 -0.15
C 16.94 13.24 18.34 0.89
C 17.04 13.96 17.02 0.00
O 18.07 12.36 18.53 -0.72
H 17.88 14.68 19.75 0.13
H 16.61 13.78 20.47 -0.49
H 16.17 15.03 19.34 0.05
H 15.98 12.59 18.49 -0.37
H 16.02 14.27 16.73 -0.05
H 17.41 13.27 16.23 0.20
H 17.54 14.93 17.08 -0.16
H 18.23 11.75 17.79 -0.06
C 19.91 10.51 14.11 -1.76
C 19.98 11.20 15.48 0.56
C 20.16 12.73 15.26 -0.33
O 18.70 11.02 16.15 -0.39
H 19.08 10.81 13.38 0.25
H 19.79 9.46 14.33 0.55
H 20.83 10.56 13.62 0.50
H 20.72 10.75 16.11 0.28
H 19.25 13.19 14.86 -0.51
H 21.00 12.95 14.65 0.74
H 20.24 13.24 16.25 0.00
H 18.32 10.35 15.64 0.15

---

(2)
204
Properties=species:S:1:pos:R:3:mulliken_charge:R:1 method="wB97M-V/def2-TZVPD" multiplicity=1 e_above_lowest_kj_mol=234.4 lumo_energy_ev=0.41 energy_ev=-89638.6653 total_charge=0 smiles=CC1(C)CCCC(C)(C)N1O.CC1(C)CCCC(C)(C)N1O.CC1(C)CCCC(C)(C)N1O.CC1(C)CCCC(C)(C)N1O.CC1(C)CCCC(C)(C)N1O.CC1(C)CCCC(C)(C)N1O.CC(C)O.CC(C)O
C 7.82 -22.47 12.93 -2.29
C 6.59 -22.20 12.05 1.68
C 6.20 -20.71 12.11 -1.89
C 6.91 -22.57 10.58 -1.07
C 5.64 -22.66 9.68 -1.11
C 4.69 -23.66 10.25 -0.33
C 4.30 -23.38 11.71 1.49
C 3.20 -22.30 11.74 -1.74
C 3.67 -24.69 12.25 -2.42
N 5.53 -23.14 12.46 1.11
O 5.22 -22.94 13.85 -0.60
H 8.70 -21.85 12.80 0.63
H 7.47 -22.37 13.96 0.48
H 7.99 -23.55 12.88 0.26
H 7.10 -20.12 12.32 0.50
H 5.77 -20.25 11.22 0.27
H 5.52 -20.51 12.94 0.33
H 7.49 -21.85 10.00 0.35
H 7.50 -23.49 10.65 0.43
H 5.24 -21.64 9.65 0.28
H 5.94 -22.86 8.65 0.49
H 5.11 -24.66 10.10 -0.71
H 3.80 -23.64 9.60 0.72
H 2.90 -21.87 10.79 0.30
H 3.51 -21.57 12.48 0.26
H 2.26 -22.74 12.08 0.52
H 4.43 -25.45 12.06 0.07
H 2.73 -24.94 11.76 0.66
H 3.48 -24.71 13.33 0.59
H 5.48 -23.82 14.16 0.16
C 6.17 -27.99 11.33 -1.58
C 4.90 -28.53 10.59 0.97
C 5.41 -29.83 9.91 -1.89
C 3.88 -28.88 11.65 -0.32
C 2.57 -29.37 11.03 -0.98
C 2.04 -28.31 10.05 -1.39
C 3.04 -27.64 9.06 1.69
C 3.12 -28.51 7.78 -1.94
C 2.54 -26.26 8.68 -1.85
N 4.39 -27.56 9.66 1.41
O 5.36 -27.02 8.79 -0.61
H 5.92 -27.20 12.03 -0.19
H 6.53 -28.78 12.00 0.52
H 6.93 -27.89 10.56 0.53
H 4.66 -30.28 9.27 0.33
H 6.23 -29.60 9.22 0.41
H 5.81 -30.52 10.66 0.43
H 4.15 -29.70 12.31 0.46
H 3.72 -27.95 12.21 -0.21
H 2.73 -30.29 10.46 0.43
H 1.81 -29.62 11.76 0.44
H 1.48 -27.47 10.47 0.44
H 1.36 -28.90 9.43 0.43
H 4.11 -28.46 7.32 0.26
H 2.38 -28.21 7.04 0.49
H 2.94 -29.56 8.04 0.39
H 1.46 -26.21 8.50 0.50
H 3.13 -25.80 7.89 0.48
H 2.68 -25.58 9.52 0.14
H 5.30 -26.08 8.99 0.57
C 12.81 -25.02 21.39 -2.00
C 12.31 -26.22 22.16 2.25
C 12.36 -26.06 23.69 -1.93
C 10.90 -26.64 21.76 -1.53
C 10.82 -27.21 20.35 0.14
C 11.74 -28.45 20.19 0.03
C 13.23 -28.17 20.55 1.90
C 13.80 -29.55 20.90 -1.86
C 13.92 -27.56 19.35 -1.59
N 13.18 -27.39 21.80 0.18
O 14.49 -27.14 22.30 -0.50
H 12.27 -24.08 21.58 0.47
H 13.85 -24.85 21.63 0.51
H 12.66 -25.09 20.31 -0.03
H 12.59 -27.00 24.19 0.42
H 13.15 -25.36 23.96 0.41
H 11.44 -25.63 24.08 0.37
H 10.49 -27.39 22.44 0.38
H 10.22 -25.79 21.65 0.44
H 9.76 -27.43 20.22 -0.05
H 11.12 -26.39 19.69 -0.23
H 11.47 -28.70 19.16 -0.46
H 11.34 -29.29 20.75 0.08
H 14.76 -29.41 21.39 0.47
H 13.91 -30.03 19.92 0.39
H 13.22 -30.20 21.55 0.36
H 14.97 -27.63 19.66 0.44
H 13.73 -26.51 19.14 0.24
H 13.76 -28.10 18.41 0.27
H 14.45 -27.42 23.22 0.36
C 11.21 -18.56 19.73 -1.86
C 11.55 -19.66 18.74 1.46
C 12.75 -19.17 17.91 -1.57
C 11.89 -20.96 19.57 -1.37
C 12.02 -22.17 18.62 0.26
C 10.67 -22.33 17.91 -1.11
C 10.30 -21.14 17.05 1.93
C 11.30 -20.94 15.91 -1.69
C 8.85 -21.39 16.58 -1.78
N 10.30 -20.00 18.01 0.03
O 9.66 -18.86 17.47 -0.46
H 12.07 -18.26 20.34 0.39
H 10.37 -18.92 20.33 0.45
H 10.90 -17.60 19.32 0.38
H 13.15 -19.89 17.21 0.37
H 13.60 -18.88 18.53 0.45
H 12.40 -18.33 17.32 0.31
H 12.89 -20.68 19.90 0.43
H 11.23 -21.06 20.42 0.30
H 11.99 -23.09 19.23 -0.60
H 12.95 -22.14 18.06 0.47
H 9.88 -22.60 18.61 0.45
H 10.84 -23.16 17.20 0.32
H 12.30 -21.34 15.97 0.30
H 10.92 -21.54 15.07 0.36
H 11.37 -19.92 15.52 0.31
H 8.26 -21.93 17.32 0.62
H 8.36 -20.49 16.21 0.45
H 8.99 -22.09 15.74 0.28
H 10.34 -18.32 17.03 0.37
C 7.90 -32.57 17.85 -1.94
C 8.74 -31.37 18.36 1.86
C 7.81 -30.46 19.14 -1.77
C 9.80 -31.90 19.30 -1.19
C 10.99 -32.54 18.59 -0.89
C 11.58 -31.61 17.53 -0.90
C 10.52 -31.01 16.54 1.37
C 11.24 -29.83 15.91 -1.84
C 10.26 -32.07 15.45 -1.88
N 9.34 -30.55 17.29 1.71
O 8.34 -30.04 16.43 -0.71
H 7.20 -32.22 17.08 0.37
H 8.28 -33.49 17.40 0.27
H 7.20 -32.89 18.62 0.50
H 7.46 -30.84 20.10 0.48
H 8.38 -29.53 19.27 -0.16
H 7.02 -30.05 18.51 0.18
H 10.07 -31.25 20.14 0.45
H 9.39 -32.78 19.81 0.38
H 11.71 -32.84 19.36 0.43
H 10.79 -33.48 18.05 0.36
H 12.29 -32.19 16.94 0.50
H 12.15 -30.84 18.06 0.09
H 11.52 -29.04 16.60 0.10
H 10.70 -29.49 15.02 0.37
H 12.20 -30.16 15.48 0.46
H 9.57 -31.64 14.73 0.34
H 9.88 -33.05 15.77 0.28
H 11.18 -32.26 14.90 0.48
H 8.47 -29.09 16.53 0.17
C 7.05 -24.43 17.92 -1.53
C 7.39 -25.85 17.44 2.06
C 8.86 -26.01 17.06 -1.47
C 7.09 -26.86 18.58 0.81
C 5.71 -27.51 18.75 -0.47
C 5.07 -27.99 17.42 -1.59
C 5.20 -26.85 16.37 2.19
C 4.97 -27.55 15.04 -1.88
C 4.11 -25.82 16.65 -1.92
N 6.54 -26.27 16.32 0.88
O 6.75 -25.48 15.18 0.12
H 7.12 -24.28 18.99 0.29
H 7.67 -23.66 17.46 -0.28
H 6.04 -24.27 17.54 0.35
H 9.62 -25.76 17.80 -0.04
H 9.12 -27.03 16.74 0.26
H 9.09 -25.44 16.15 0.36
H 7.95 -27.53 18.63 -0.83
H 7.16 -26.35 19.54 -0.04
H 5.73 -28.32 19.48 0.68
H 5.02 -26.82 19.25 -0.22
H 4.01 -28.20 17.55 0.72
H 5.58 -28.90 17.08 0.30
H 4.09 -28.20 15.05 0.52
H 5.82 -28.08 14.62 0.49
H 4.64 -26.86 14.25 -0.49
H 4.13 -25.15 17.51 0.49
H 3.16 -26.29 16.99 0.53
H 3.74 -25.22 15.82 -0.25
H 7.26 -26.00 14.55 0.12
C 2.14 -25.68 21.26 -1.09
C 0.97 -26.17 20.44 0.66
C 0.87 -27.71 20.32 -1.19
O -0.20 -25.50 20.92 -0.56
H 2.08 -25.70 22.35 0.37
H 2.31 -24.61 21.07 0.43
H 3.09 -26.11 20.92 0.04
H 1.18 -25.71 19.46 0.11
H 0.09 -28.09 20.98 0.38
H 1.83 -28.11 20.67 0.29
H 0.81 -28.04 19.28 0.27
H -0.78 -25.36 20.16 0.33
C 6.65 -24.94 24.85 -1.41
C 6.40 -25.85 23.65 0.34
C 5.89 -25.15 22.39 -0.87
O 7.62 -26.53 23.31 -0.44
H 5.74 -24.65 25.39 0.41
H 7.35 -24.14 24.62 0.34
H 7.07 -25.56 25.65 0.36
H 5.67 -26.58 24.02 0.36
H 5.93 -25.76 21.49 -0.02
H 6.46 -24.22 22.25 0.36
H 4.84 -24.86 22.49 0.39
H 8.20 -25.79 23.08 0.21